ORCA calculation (wB97M-V/def2-TZVPD) on a structure of composition C3H4O3Y.

Geometry as XYZ:
```
11
Properties=species:S:1:pos:R:3:nbo_charge:R:1
Y -0.73 -2.03 -0.61 2.754
O 0.62 1.74 0.20 -0.313
O 0.07 0.01 -1.16 -0.740
O -0.13 -0.15 1.00 -0.620
C -0.03 0.71 2.22 -0.090
C 0.55 2.00 1.62 -0.122
C 0.22 0.55 -0.07 1.033
H 1.58 2.00 2.05 0.276
H -1.05 0.83 2.60 0.258
H 0.60 0.22 2.96 0.272
H -0.06 2.89 1.78 0.293
```

total charge	+3
E_HOMO	-0.8863	Eh
HOMO-LUMO gap	7.28	eV
molar mass	176.97	g mol⁻¹
ΔE to the lowest compared entry with this formula, charge and spin	147.7	kJ/mol
2S+1	1
DFT total energy	-379.462544	Eh
E_LUMO	-16.8	eV



ORCA calculation (wB97M-V/def2-TZVPD) on a structure of composition C3H4O3Yb.

Geometry as XYZ:
```
11
Properties=species:S:1:pos:R:3:nbo_charge:R:1
Yb -3.25 1.75 2.40 1.938
O -3.29 -0.44 2.55 -0.730
O -1.84 0.32 -0.93 -0.259
O -4.45 0.60 3.96 -0.804
C -4.01 -0.67 3.56 1.002
C -2.07 -0.78 -0.86 0.977
C -2.08 -2.20 -0.78 -0.818
H -2.08 -2.53 0.27 0.349
H -1.27 -2.45 -1.51 0.388
H -5.11 0.59 4.67 0.592
H -3.04 -2.56 -1.20 0.365
```

total charge	+3
E_HOMO (alpha / beta)	-0.8463 / -0.8452	Eh
HOMO-LUMO gap (alpha / beta)	9.88 / 7.16	eV
molar mass	261.10	g mol⁻¹
ΔE to the lowest compared entry with this formula, charge and spin	0.0	kJ/mol
2S+1	2
DFT total energy	-1499.832091	Eh
E_LUMO (alpha / beta)	-13.1 / -15.8	eV



ORCA calculation (wB97M-V/def2-TZVPD) on a structure of composition C3H4O3Zn.

Geometry as XYZ:
```
11
Properties=species:S:1:pos:R:3:nbo_charge:R:1
Zn -1.27 -1.04 1.18 1.291
O 0.56 -0.80 -2.84 -0.745
O -0.09 -1.57 -0.84 -0.868
O 0.22 0.64 -1.23 -0.573
C 0.25 -0.66 -1.65 0.957
C 0.64 1.00 0.10 -0.165
C -0.34 0.71 1.20 -0.778
H -2.26 -2.27 1.71 -0.600
H 1.61 0.52 0.29 0.174
H -0.15 1.38 2.06 0.142
H 0.83 2.09 0.02 0.167
```

total charge	-1
E_HOMO (alpha / beta)	-0.1531 / -0.1722	Eh
HOMO-LUMO gap (alpha / beta)	7.30 / 7.68	eV
molar mass	153.45	g mol⁻¹
ΔE to the lowest compared entry with this formula, charge and spin	101.6	kJ/mol
2S+1	2
DFT total energy	-2121.745881	Eh
E_LUMO (alpha / beta)	3.1 / 3.0	eV



ORCA calculation (wB97M-V/def2-TZVPD) on the molecule C3H4O4.

Geometry as XYZ:
```
11
Properties=species:S:1:pos:R:3:nbo_charge:R:1
O 0.89 -1.97 -1.69 -0.555
O -1.24 1.88 1.42 -0.525
O 0.37 0.22 -1.09 -0.528
O -0.57 -0.22 0.97 -0.538
C -1.37 0.74 1.63 0.659
C 0.60 -0.84 -1.95 0.649
C 0.58 0.13 0.30 0.196
H 1.37 -0.61 0.58 0.182
H -2.10 0.28 2.25 0.139
H 1.14 1.04 0.57 0.189
H 0.31 -0.65 -2.99 0.131
```

SMILES	O=COCOC=O
E_HOMO	-0.4024	Eh
HOMO-LUMO gap	11.78	eV
molar mass	104.06	g mol⁻¹
ΔE to the lowest compared entry with this formula, charge and spin	110.9	kJ/mol
2S+1	1
DFT total energy	-417.650999	Eh
E_LUMO	0.8	eV



ORCA calculation (wB97M-V/def2-TZVPD) on the molecule C3H4O4.

Geometry as XYZ:
```
11
Properties=species:S:1:pos:R:3:nbo_charge:R:1
O -1.29 -1.10 -0.42 -0.428
O 1.39 1.41 -0.14 -0.542
O 1.22 -0.90 0.42 -0.266
O 2.62 -0.82 0.63 -0.441
C 0.74 0.40 -0.21 0.760
C -1.74 -0.05 0.25 -0.065
C -0.70 0.13 -0.66 -0.069
H -2.69 0.26 -0.02 0.178
H -0.96 0.55 -1.62 0.216
H -1.56 -0.02 1.32 0.184
H 2.98 0.13 0.44 0.474
```

SMILES	O=C(OO)[C@@H]1CO1
E_HOMO	-0.3780	Eh
HOMO-LUMO gap	11.01	eV
molar mass	104.06	g mol⁻¹
ΔE to the lowest compared entry with this formula, charge and spin	492.0	kJ/mol
2S+1	1
DFT total energy	-417.505857	Eh
E_LUMO	0.7	eV



ORCA calculation (wB97M-V/def2-TZVPD) on a structure of composition C3H4O4Pd.

Geometry as XYZ:
```
12
Properties=species:S:1:pos:R:3:nbo_charge:R:1
Pd -2.43 3.27 -1.45 0.911
O -3.35 1.98 -1.91 -0.582
O -2.52 3.44 -3.17 -0.584
O 0.79 3.38 -1.30 -0.588
O -1.95 1.29 -3.54 -0.662
C 0.45 2.41 -2.05 0.354
C -0.54 1.43 -1.73 -0.490
C -2.76 2.17 -3.05 0.830
H 0.63 2.61 -3.12 0.192
H -0.49 3.92 -0.95 0.055
H -1.34 0.73 -1.43 0.328
H -0.04 0.87 -0.93 0.237
```

E_HOMO (alpha / beta)	-0.3190 / -0.3623	Eh
HOMO-LUMO gap (alpha / beta)	7.62 / 7.96	eV
molar mass	210.48	g mol⁻¹
ΔE to the lowest compared entry with this formula, charge and spin	444.0	kJ/mol
2S+1	3
DFT total energy	-545.079446	Eh
E_LUMO (alpha / beta)	-1.1 / -1.9	eV



ORCA calculation (wB97M-V/def2-TZVPD) on a structure of composition C3H4O5Rb.

Geometry as XYZ:
```
13
Properties=species:S:1:pos:R:3:lowdin_charge:R:1
Rb 1.18 2.80 -0.29 1.039
O 2.78 0.73 0.16 -0.233
O -2.57 -0.59 0.29 -0.225
O 0.88 -0.12 -0.62 -0.164
O -1.06 1.22 0.55 -0.232
O 2.35 -1.43 0.58 -0.005
C -0.28 -0.90 -0.33 -0.171
C -1.53 -0.01 -0.25 -0.626
C 2.06 -0.29 0.19 -0.786
H -0.16 -1.36 0.66 0.124
H -0.43 -1.69 -1.07 0.120
H -1.71 0.42 -1.27 0.112
H -1.51 1.21 1.40 0.047
```

total charge	-1
E_HOMO	-0.1171	Eh
HOMO-LUMO gap	4.74	eV
molar mass	205.53	g mol⁻¹
ΔE to the lowest compared entry with this formula, charge and spin	0.0	kJ/mol
2S+1	1
DFT total energy	-517.066855	Eh
E_LUMO	1.6	eV



ORCA calculation (wB97M-V/def2-TZVPD) on a structure of composition C3H4O7S.

Geometry as XYZ:
```
15
Properties=species:S:1:pos:R:3:nbo_charge:R:1
S 2.16 0.13 0.30 2.352
O 2.12 1.56 -0.01 -1.077
O 0.76 -0.28 -1.70 -0.779
O -1.83 -0.19 0.46 -0.791
O 1.10 -2.85 -0.77 -0.676
O -0.38 -2.56 1.03 -0.822
O 2.42 -0.17 1.74 -1.033
O 3.17 -0.49 -0.59 -1.053
C -0.57 0.40 0.42 -0.088
C 0.57 -0.41 -0.25 -0.219
C 0.36 -2.32 0.01 0.851
H -1.83 -1.19 0.58 0.503
H -0.74 1.39 -0.07 0.164
H -0.28 0.53 1.47 0.174
H 1.68 -0.05 -1.95 0.495
```

total charge	-2
E_HOMO	-0.0108	Eh
HOMO-LUMO gap	6.74	eV
molar mass	184.13	g mol⁻¹
ΔE to the lowest compared entry with this formula, charge and spin	111.3	kJ/mol
2S+1	1
DFT total energy	-1041.582237	Eh
E_LUMO	6.4	eV



ORCA calculation (wB97M-V/def2-TZVPD) on a cluster of 2 separate species, C3H4OS in total.

Geometry as XYZ:
```
9
Properties=species:S:1:pos:R:3:nbo_charge:R:1
S -2.83 -0.36 -0.09 0.126
O 2.10 -0.62 -0.08 -0.488
C -0.42 1.06 0.20 -0.779
C -1.27 -0.09 -0.03 -0.106
C 1.37 -1.54 -0.30 0.363
H -0.68 1.86 -0.50 0.244
H 0.64 0.82 0.08 0.257
H 1.67 -2.58 -0.48 0.133
H -0.57 1.44 1.21 0.250
```

E_HOMO (alpha / beta)	-0.3104 / -0.2731	Eh
HOMO-LUMO gap (alpha / beta)	8.40 / 7.42	eV
molar mass	88.13	g mol⁻¹
ΔE to the lowest compared entry with this formula, charge and spin	389.1	kJ/mol
2S+1	1
DFT total energy	-589.976467	Eh
E_LUMO (alpha / beta)	0.0 / 0.0	eV



ORCA calculation (wB97M-V/def2-TZVPD) on a cluster of 2 separate species, C3H4OS in total.

Geometry as XYZ:
```
9
Properties=species:S:1:pos:R:3:nbo_charge:R:1
S -1.75 -2.13 -1.08 0.130
O -0.71 0.35 1.16 -0.680
C 0.21 0.84 0.21 0.147
C -2.43 -0.76 -0.94 -0.135
C 1.41 0.28 0.00 -0.551
H -0.32 -0.47 1.39 0.466
H -0.28 1.65 -0.45 0.202
H 1.92 0.66 -0.87 0.213
H 1.95 -0.41 0.59 0.208
```

E_HOMO	-0.3444	Eh
HOMO-LUMO gap	9.34	eV
molar mass	88.13	g mol⁻¹
ΔE to the lowest compared entry with this formula, charge and spin	297.1	kJ/mol
2S+1	1
DFT total energy	-590.011495	Eh
E_LUMO	0.0	eV



ORCA calculation (wB97M-V/def2-TZVPD) on the molecule C3H4OS2.

Geometry as XYZ:
```
10
Properties=species:S:1:pos:R:3:nbo_charge:R:1
S 3.37 -1.19 0.17 0.134
S 2.23 1.61 -0.35 0.186
O -0.03 -1.00 -1.09 -0.701
C 0.96 0.50 0.50 -0.344
C 2.27 -0.06 0.17 -0.299
C -0.14 0.23 -0.44 -0.076
H -1.24 0.33 0.15 0.156
H -0.32 1.05 -1.27 0.214
H 0.78 0.93 1.46 0.255
H 0.28 -1.69 -0.49 0.475
```

SMILES	OC[C@@H]1SC1=S
E_HOMO	-0.3275	Eh
HOMO-LUMO gap	8.46	eV
molar mass	120.20	g mol⁻¹
ΔE to the lowest compared entry with this formula, charge and spin	240.3	kJ/mol
2S+1	1
DFT total energy	-988.240661	Eh
E_LUMO	-0.5	eV



ORCA calculation (wB97M-V/def2-TZVPD) on the molecule C3H4OS2.

Geometry as XYZ:
```
10
Properties=species:S:1:pos:R:3:nbo_charge:R:1
S -2.21 0.03 0.04 -0.029
S 0.56 -1.26 0.02 0.293
O 0.11 1.28 -0.23 -0.484
C 1.43 1.22 0.20 -0.071
C 1.95 -0.20 -0.09 -0.609
C -0.58 0.15 -0.07 0.038
H 1.44 1.35 1.30 0.184
H 2.70 -0.55 0.65 0.239
H 1.96 2.05 -0.24 0.214
H 2.49 -0.33 -1.06 0.225
```

SMILES	S=C1OCCS1
E_HOMO	-0.3264	Eh
HOMO-LUMO gap	9.22	eV
molar mass	120.20	g mol⁻¹
ΔE to the lowest compared entry with this formula, charge and spin	70.4	kJ/mol
2S+1	1
DFT total energy	-988.305379	Eh
E_LUMO	0.3	eV